# 1
C25H37ClN2O2SiYb | the ωB97M-V functional and the def2-TZVPD basis

**Kohn-Sham gap (alpha / beta)**: 5.7 / 5.7 eV
**F_max**: 12.760 eV/Å
**E_HOMO (alpha / beta)**: -2.87 / -2.89 eV

The geometry in ORCA input format:
```
! wB97M-V def2-TZVPD RIJCOSX def2/J DEFGRID3
* xyz -1 2
Yb 0.000 0.000 0.000
Cl 2.037 -0.046 -1.374
N 0.238 2.049 0.018
N 0.173 -2.054 0.040
C -0.259 2.826 -0.865
C -0.319 -2.824 -0.853
C 1.191 2.868 0.855
C 1.466 4.009 -0.123
C 2.457 2.146 1.252
C 0.429 3.386 2.070
H 2.957 1.723 0.387
H 2.233 1.346 1.949
H 3.127 2.849 1.747
H -0.437 3.973 1.766
H 1.083 4.023 2.665
H 0.089 2.560 2.683
C 1.083 -2.890 0.908
C 1.347 -4.052 -0.049
C 0.282 -3.368 2.113
C 2.365 -2.203 1.317
H 2.883 -1.795 0.456
H 3.011 -2.925 1.817
H 2.159 -1.397 2.013
H -0.595 -3.933 1.799
H -0.045 -2.525 2.710
H 0.904 -4.017 2.729
O 0.181 -4.068 -0.922
H 1.414 -5.015 0.445
H 2.221 -3.881 -0.677
O 0.275 4.054 -0.962
H 2.316 3.803 -0.774
H 1.578 4.976 0.356
C -1.402 2.510 -1.735
C -1.426 -2.493 -1.763
C -1.300 -1.192 -2.509
H -2.332 -2.446 -1.150
H -1.556 -3.326 -2.441
C -1.012 0.008 -1.852
C -1.292 1.217 -2.498
H -1.543 0.019 0.232
C -1.609 1.232 -3.863
C -1.716 0.024 -4.533
C -1.849 2.504 -4.624
C -1.617 -1.190 -3.875
H -1.935 0.030 -5.593
C -1.866 -2.453 -4.648
H -1.987 -2.231 -5.705
H -2.772 -2.966 -4.322
H -1.042 -3.162 -4.559
H -2.755 3.017 -4.298
H -1.968 2.292 -5.684
H -1.024 3.208 -4.525
H -1.560 3.350 -2.399
H -2.283 2.449 -1.088
C 1.526 -0.883 5.785
Si 0.000 0.000 5.174
C -1.523 -0.882 5.793
C 0.003 1.762 5.790
C 0.000 0.000 3.304
C 0.000 0.000 2.000
H 1.531 -0.887 6.895
H 2.430 -0.360 5.412
H 1.522 -1.927 5.410
H -1.524 -0.885 6.902
H -2.429 -0.359 5.423
H -1.521 -1.927 5.419
H 0.908 2.282 5.416
H -0.903 2.284 5.419
H 0.005 1.765 6.899
*
```

Here are the Löwdin charges for atoms 1 to 6, given in e: Yb 0.68; Cl -0.02; N 0.01; N 0.01; C -0.35; C -0.35

# 2
C25H37CrF2IN5O4 | the ωB97M-V functional and the def2-TZVPD basis

**Kohn-Sham gap (alpha / beta)**: 7.6 / 7.6 eV
**F_max**: 0.556 eV/Å
**E_HOMO (alpha / beta)**: -13.29 / -13.42 eV

The geometry in ORCA input format:
```
! wB97M-V def2-TZVPD RIJCOSX def2/J DEFGRID3
* xyz 2 4
Cr -1.426 0.569 0.832
N -0.597 1.336 2.597
C 0.882 1.401 2.520
C 1.399 0.105 1.938
N 0.757 -0.113 0.626
H -0.998 2.263 2.725
H -0.890 0.791 3.405
H 1.326 1.595 3.495
H 1.140 2.232 1.861
H 1.132 -0.730 2.592
H 2.488 0.135 1.872
H 0.967 -1.037 0.263
H 1.137 0.542 -0.056
C 4.075 1.591 -0.778
O 3.024 1.073 -1.600
C 3.306 0.825 -2.905
C 4.585 0.841 -3.448
C 4.791 0.471 -4.770
C 3.728 0.068 -5.566
C 2.451 0.078 -5.035
C 2.233 0.489 -3.727
N 0.882 0.450 -3.241
C 0.232 1.199 -2.391
C 0.568 2.485 -1.910
C 1.434 3.361 -2.618
C 1.604 4.649 -2.213
C 0.915 5.100 -1.065
C 0.084 4.272 -0.352
C -0.102 2.936 -0.750
O -0.847 2.144 -0.028
H 3.620 1.817 0.182
H 4.484 2.509 -1.201
H 4.869 0.856 -0.646
H 5.431 1.122 -2.837
H 5.796 0.485 -5.172
H 3.889 -0.241 -6.589
H 1.602 -0.206 -5.649
H 0.345 -0.325 -3.618
H -0.719 0.773 -2.079
H 1.922 3.008 -3.520
H 2.239 5.324 -2.770
H 1.038 6.128 -0.744
H -0.457 4.626 0.517
O -1.921 -1.112 1.824
C -2.370 -2.226 2.126
C -3.293 -2.411 3.282
C -2.420 -3.144 4.358
C -0.884 -2.962 4.237
C -0.154 -3.873 3.225
C -0.419 -3.556 1.750
N -1.877 -3.355 1.568
H -4.151 -3.030 3.009
H -3.655 -1.445 3.624
H -2.644 -4.213 4.330
H -2.737 -2.791 5.337
H -0.460 -3.167 5.219
H -0.649 -1.911 4.028
H -0.443 -4.911 3.419
H 0.922 -3.819 3.406
H -0.094 -4.365 1.101
H 0.083 -2.646 1.435
H -2.389 -4.176 1.866
N -4.291 -1.147 -0.378
C -3.158 -1.161 -1.065
O -2.206 -0.412 -0.793
C -3.108 -2.124 -2.227
I -1.159 -2.712 -2.810
H -4.408 -0.519 0.414
H -5.065 -1.737 -0.638
H -3.575 -1.664 -3.096
H -3.647 -3.036 -1.987
F -3.054 2.595 1.990
C -3.221 1.507 1.166
F -4.124 0.660 1.843
H -3.767 1.865 0.293
*
```

Here are the Löwdin charges for atoms 1 to 6, given in e: Cr 0.85; N 0.00; C -0.18; C -0.20; N 0.02; H 0.11

# 3
C25H37F11NO7P2SSi | the ωB97M-V functional and the def2-TZVPD basis

**Kohn-Sham gap**: 5.7 eV
**F_max**: 8.158 eV/Å
**E_HOMO**: -3.80 eV

The geometry in ORCA input format:
```
! wB97M-V def2-TZVPD RIJCOSX def2/J DEFGRID3
* xyz -1 1
C 3.803 5.679 3.503
C 4.882 4.829 2.656
P 4.625 2.955 2.650
C 4.010 2.281 4.309
C 2.413 2.265 4.510
P 3.439 2.244 0.948
O 3.890 3.611 -0.087
C 2.877 4.603 -0.065
N 2.015 5.376 0.300
C 2.305 1.536 -0.423
F 2.353 0.080 -0.467
F 2.662 1.986 -1.767
C 0.745 1.942 -0.258
C -0.136 0.845 0.518
Si -1.813 1.694 1.029
C -1.306 3.020 2.354
C -2.624 2.462 -0.526
C -2.862 0.254 1.811
C -3.158 0.317 3.345
C -3.963 -0.885 3.941
C -4.442 -2.100 3.077
C -4.123 -2.067 1.534
C -3.326 -0.903 0.877
S 5.151 1.032 0.299
O 6.386 1.642 0.965
O 5.426 1.064 -1.185
C 5.104 -0.753 0.874
F 6.444 -1.077 1.295
F 4.281 -1.005 1.996
F 4.829 -1.633 -0.205
H 3.090 6.170 2.752
H 3.282 5.064 4.309
H 4.373 6.539 4.017
H 4.970 5.302 1.614
H 5.909 5.015 3.161
H 4.486 2.937 5.132
H 4.503 1.241 4.438
H 2.186 1.481 5.329
H 1.834 1.972 3.572
H 2.063 3.272 4.941
H 2.919 1.196 1.821
H 2.345 3.072 1.437
H 0.588 2.975 0.196
H 0.322 1.996 -1.335
H 0.337 0.495 1.508
H -0.440 -0.057 -0.136
H -2.186 3.404 2.970
H -0.769 3.868 1.775
H -0.489 2.516 2.990
H -1.996 3.395 -0.809
H -3.718 2.769 -0.403
H -2.482 1.730 -1.408
H -2.820 1.160 4.028
H -4.172 -0.865 5.073
H -5.002 -2.990 3.529
H -4.446 -2.940 0.866
H -3.098 -0.947 -0.245
C 1.650 -0.764 -3.433
C 1.441 -0.970 -4.921
O 0.163 -1.579 -5.184
C -0.907 -0.767 -5.082
O -0.848 0.402 -4.793
C -2.191 -1.521 -5.411
F -2.286 -2.694 -4.748
F -2.281 -1.816 -6.727
F -3.300 -0.821 -5.103
H 1.530 -1.710 -2.897
H 2.645 -0.364 -3.232
H 0.914 -0.072 -3.019
H 2.201 -1.656 -5.302
H 1.543 -0.035 -5.480
C -3.884 -5.170 -4.111
C -4.583 -6.481 -3.803
O -4.258 -6.943 -2.482
C -4.875 -6.304 -1.467
O -5.655 -5.397 -1.611
C -4.473 -6.906 -0.124
F -3.136 -7.042 0.001
F -5.003 -8.137 0.053
F -4.879 -6.161 0.921
H -2.805 -5.270 -3.969
H -4.081 -4.858 -5.138
H -4.218 -4.374 -3.442
H -4.235 -7.249 -4.499
H -5.667 -6.403 -3.927
*
```

Here are the Löwdin charges for atoms 1 to 6, given in e: C -0.18; C -0.44; P 0.82; C -0.44; C -0.19; P 0.37

# 4
C25H37F7InN4O21 | the ωB97M-V functional and the def2-TZVPD basis

**Kohn-Sham gap**: 5.9 eV
**F_max**: 0.989 eV/Å
**E_HOMO**: -4.11 eV

The geometry in ORCA input format:
```
! wB97M-V def2-TZVPD RIJCOSX def2/J DEFGRID3
* xyz -1 1
C -2.429 2.704 -1.604
C -1.943 1.482 -0.845
N -2.787 1.101 0.291
In -1.413 0.314 1.789
C 0.004 1.990 2.364
C 1.441 1.508 2.674
N 2.356 1.900 1.598
N 1.919 2.005 3.983
N 1.423 0.043 2.887
H -3.505 2.674 -1.771
H -1.958 2.738 -2.587
H -2.189 3.623 -1.072
H -0.911 1.669 -0.516
H -1.869 0.649 -1.549
H -3.217 1.924 0.696
H -0.491 -0.960 0.925
H -2.297 -0.261 3.228
H -0.407 2.413 3.278
H 0.007 2.741 1.580
H 2.695 1.091 1.096
H 3.174 2.364 1.971
H 1.293 1.542 4.635
H 1.773 3.006 4.035
H 1.505 -0.451 2.005
H 2.256 -0.179 3.432
C 7.149 1.640 4.153
C 5.645 1.521 4.257
O 5.201 2.507 3.338
C 6.162 2.641 2.393
O 6.004 3.177 1.345
O 7.320 2.065 2.796
F 5.206 1.826 5.498
H 7.532 2.406 4.828
H 7.670 0.703 4.330
H 5.241 0.552 3.961
C 5.842 2.135 -2.849
C 5.919 1.744 -1.392
O 6.626 0.508 -1.451
C 7.413 0.538 -2.558
O 8.303 -0.214 -2.779
O 7.042 1.553 -3.377
F 4.698 1.529 -0.859
H 4.974 1.690 -3.335
H 5.834 3.210 -3.005
H 6.467 2.441 -0.761
C -4.337 -0.960 -2.408
C -4.612 -2.144 -3.302
O -4.827 -1.532 -4.566
C -4.137 -0.356 -4.567
O -3.917 0.285 -5.545
O -3.742 -0.033 -3.327
F -5.732 -2.822 -2.946
H -5.254 -0.527 -2.014
H -3.672 -1.181 -1.576
H -3.786 -2.852 -3.384
C -7.796 2.497 0.536
C -6.564 1.628 0.422
O -5.517 2.561 0.567
C -5.986 3.596 1.316
O -5.317 4.424 1.833
O -7.345 3.541 1.400
F -6.487 1.037 -0.798
H -8.074 2.916 -0.432
H -8.650 1.982 0.968
H -6.469 0.864 1.194
C 0.662 -5.534 1.582
C 0.641 -4.417 0.563
O 1.038 -3.296 1.333
C 1.810 -3.752 2.345
O 2.527 -3.089 3.023
O 1.687 -5.098 2.478
F -0.596 -4.217 0.061
H -0.287 -5.604 2.116
H 0.911 -6.503 1.157
H 1.341 -4.547 -0.265
C 5.217 -5.268 3.176
C 4.417 -6.297 3.937
O 5.428 -7.141 4.469
C 6.555 -6.389 4.612
O 7.504 -6.709 5.246
O 6.433 -5.222 3.936
F 3.619 -7.028 3.122
H 5.434 -5.607 2.162
H 4.737 -4.293 3.143
H 3.821 -5.885 4.752
C -6.702 1.236 -7.207
C -6.765 2.391 -8.176
O -7.912 3.099 -7.736
C -8.061 2.849 -6.401
O -8.769 3.464 -5.678
O -7.282 1.808 -6.028
F -6.959 1.983 -9.456
H -7.317 0.399 -7.543
H -5.691 0.888 -7.012
H -5.900 3.054 -8.144
*
```

Here are the Löwdin charges for atoms 1 to 6, given in e: C -0.12; C -0.47; N -0.21; In 0.44; C -0.24; C -0.74

# 5
C25H37F9N2O8 | the ωB97M-V functional and the def2-TZVPD basis

**Kohn-Sham gap**: 7.9 eV
**SMILES string**: CC(C)=NC1=CC(=O)C(N)=C(C(F)(F)C(F)(F)C(F)(F)C(F)(F)F)C1=O.COCCOCCOC.COCCOCCOC
**F_max**: 1.297 eV/Å
**E_HOMO**: -8.99 eV

The geometry in ORCA input format:
```
! wB97M-V def2-TZVPD RIJCOSX def2/J DEFGRID3
* xyz 0 1
C -4.621 0.394 -1.817
C -4.758 -0.652 -2.909
C -5.266 -0.205 -4.246
N -4.425 -1.873 -2.729
C -4.567 -2.405 -1.446
C -5.730 -2.910 -1.013
C -5.734 -3.453 0.352
O -6.379 -4.406 0.722
C -4.862 -2.701 1.349
N -5.391 -2.558 2.624
C -3.684 -2.211 0.913
C -2.791 -1.397 1.817
F -3.252 -0.111 1.811
F -2.831 -1.841 3.105
C -1.286 -1.365 1.443
F -0.858 -2.633 1.332
F -1.108 -0.673 0.300
C -0.378 -0.699 2.522
F -0.114 -1.572 3.506
F -0.964 0.394 3.043
C 1.002 -0.242 1.946
F 1.799 -0.028 3.002
F 0.906 0.902 1.288
F 1.580 -1.170 1.196
C -3.370 -2.489 -0.529
O -2.284 -2.789 -0.955
H -4.627 1.397 -2.234
H -5.416 0.295 -1.073
H -3.674 0.210 -1.306
H -5.067 0.859 -4.387
H -4.797 -0.752 -5.061
H -6.353 -0.315 -4.260
H -6.634 -2.915 -1.607
H -4.820 -3.024 3.320
H -6.311 -2.986 2.663
C 0.434 3.476 5.126
O 1.825 3.691 5.092
C 2.474 2.824 4.177
C 3.830 3.367 3.789
O 3.782 4.399 2.815
C 3.358 5.680 3.253
C 4.392 6.428 4.065
O 4.410 5.968 5.405
C 5.619 6.274 6.059
H 0.196 2.457 5.454
H 0.008 4.183 5.836
H -0.016 3.651 4.142
H 1.863 2.701 3.274
H 2.601 1.845 4.658
H 4.382 2.555 3.310
H 4.393 3.677 4.671
H 2.408 5.624 3.788
H 3.190 6.248 2.335
H 4.141 7.498 4.065
H 5.378 6.294 3.604
H 6.468 5.793 5.559
H 5.550 5.892 7.075
H 5.789 7.356 6.097
C 1.337 -1.317 -1.765
O 1.268 -2.199 -2.864
C 0.082 -2.009 -3.618
C 0.229 -2.582 -5.008
O 0.963 -1.756 -5.902
C 2.371 -1.715 -5.733
C 3.086 -2.957 -6.216
O 2.994 -3.998 -5.260
C 3.217 -5.267 -5.827
H 0.504 -1.484 -1.084
H 2.272 -1.510 -1.244
H 1.333 -0.273 -2.105
H -0.150 -0.938 -3.693
H -0.745 -2.517 -3.105
H -0.771 -2.647 -5.443
H 0.642 -3.592 -4.971
H 2.641 -1.488 -4.699
H 2.705 -0.882 -6.356
H 4.148 -2.720 -6.374
H 2.649 -3.277 -7.170
H 2.467 -5.491 -6.595
H 3.132 -6.004 -5.030
H 4.218 -5.336 -6.269
*
```

Here are the Löwdin charges for atoms 1 to 6, given in e: C 0.00; C -0.35; C -0.03; N 0.16; C -0.20; C 0.07

# 6
C25H37N2O2S3Ta | the ωB97M-V functional and the def2-TZVPD basis

**Kohn-Sham gap**: 4.4 eV
**Energy relative to the best compared isomer or geometry (same formula, charge and spin)**: 43.1 kcal/mol
**F_max**: 3.051 eV/Å
**E_HOMO**: -19.83 eV

The geometry in ORCA input format:
```
! wB97M-V def2-TZVPD RIJCOSX def2/J DEFGRID3
* xyz 4 1
Ta 0.090 -0.009 -0.485
C 6.698 2.005 -1.145
C 6.402 1.131 0.091
C 7.259 -0.135 0.039
C 6.733 1.929 1.379
C 4.939 0.820 0.142
C 4.420 -0.473 0.318
C 3.074 -0.703 0.289
N 2.135 0.280 0.134
C 2.631 1.563 0.071
C 3.967 1.842 0.041
C 1.592 2.588 -0.023
C 1.803 3.924 0.119
C 0.763 4.871 -0.071
C -0.500 4.326 -0.416
C -0.674 2.987 -0.518
N 0.335 2.052 -0.284
C 1.029 6.332 0.006
C 1.909 6.655 -1.242
C 1.821 6.668 1.288
C -0.250 7.170 -0.046
H 7.764 2.227 -1.157
H 6.173 2.962 -1.128
H 6.452 1.485 -2.072
H 8.306 0.156 -0.031
H 7.036 -0.748 -0.837
H 7.163 -0.741 0.942
H 7.800 2.152 1.369
H 6.516 1.351 2.278
H 6.193 2.876 1.430
H 5.079 -1.319 0.455
H 2.720 -1.714 0.411
H 4.288 2.866 -0.079
H 2.794 4.275 0.365
H -1.343 4.976 -0.609
H -1.633 2.603 -0.841
H 2.858 6.117 -1.231
H 2.124 7.723 -1.212
H 1.387 6.435 -2.173
H 2.785 6.162 1.346
H 1.245 6.435 2.185
H 2.023 7.738 1.286
H -0.800 7.041 -0.980
H 0.021 8.222 0.009
H -0.911 6.963 0.799
C -3.310 -2.355 1.067
C -3.652 -0.926 0.634
S -2.379 0.387 0.138
C -2.198 1.358 1.674
C -1.536 0.510 2.721
S 0.079 -0.127 2.144
C 0.024 -1.779 2.995
C -0.924 -2.873 2.507
S -2.714 -2.581 2.771
H -2.611 -2.829 0.395
H -4.252 -2.904 0.991
H -4.175 -0.369 1.414
H -4.296 -0.950 -0.247
H -3.182 1.715 1.984
H -1.605 2.232 1.429
H -2.136 -0.365 2.975
H -1.370 1.083 3.638
H -0.205 -1.458 4.016
H 1.055 -2.137 2.990
H -0.663 -3.785 3.049
H -0.782 -3.065 1.455
O 1.147 -1.619 -1.207
C 0.203 -2.474 -1.014
O -0.791 -1.965 -0.425
H 0.268 -3.516 -1.343
*
```

Here are the Löwdin charges for atoms 1 to 6, given in e: Ta 1.87; C -0.01; C -0.54; C -0.03; C 0.00; C -0.06